(1)
# C2H7N2O

A gas-phase ion, C2H7N2O (charge +1) (ωB97M-V/def2-TZVPD, OMol25).

XYZ file:
```
12
Properties=species:S:1:pos:R:3:forces:R:3:lowdin_charge:R:1
C 0.91116 -0.92624 0.27120 0.58 2.59 -1.05 0.132
N 0.49661 0.71407 0.05170 -2.58 -6.10 0.68 -0.147
O 1.37499 1.64343 -0.17318 2.01 2.37 -0.18 0.077
C -0.78800 0.97188 -0.06313 1.28 -0.72 0.36 -0.081
N -1.83130 0.16224 0.21476 0.66 2.68 -1.17 0.187
H 0.16176 -1.40751 -0.40304 1.33 0.08 0.35 0.094
H 2.05200 -1.08851 0.15266 -2.11 0.52 -0.66 0.129
H 0.75148 -1.17321 1.29046 -0.59 0.06 0.98 0.064
H 2.15534 1.29399 -0.64033 -0.43 -0.13 -0.02 0.155
H -1.04206 1.95479 -0.39417 -0.04 0.61 -0.14 0.163
H -2.64014 0.50224 -0.28119 -0.49 -0.27 0.39 0.132
H -1.81396 -0.79030 0.41089 0.36 -1.70 0.45 0.094
```
Forces are in eV/Å.

Gap between HOMO and LUMO in hartree: 0.40872
Charge: +1
Strongest force on any atom in eV/Å: 6.66
Highest occupied orbital energy in eV: -14.69
Relative energy (zero: lowest compared OMol25 entry of this formula, charge and spin) in kcal/mol: 76.09
SMILES: CN(O)C=[NH2+]
LUMO energy in eV: -3.57
Energy in hartree: -264.8099



(2)
# C2H7N2O2

A gas-phase ion, C2H7N2O2 (charge +1) (ωB97M-V/def2-TZVPD, OMol25).

XYZ file:
```
13
Properties=species:S:1:pos:R:3:forces:R:3:lowdin_charge:R:1
C 1.53547 1.01072 -0.03252 2.74 1.44 1.83 0.015
N 0.61216 -0.07457 0.06916 -2.86 -0.39 1.09 -0.124
O 0.62468 -1.18172 -0.71910 0.50 -0.80 -0.94 0.059
N -0.66439 0.09993 0.55190 1.48 -2.13 -2.85 -0.185
C -1.82892 -0.76397 0.10673 0.47 -0.06 -0.62 0.123
O -0.89036 0.94265 1.29703 -0.28 3.23 2.67 0.193
H 1.24171 1.93875 0.56709 -0.13 -1.66 -0.65 0.132
H 2.59989 0.71606 0.42523 -2.37 0.41 -1.23 0.164
H 1.59716 1.32902 -1.06665 0.25 -0.13 -0.29 0.103
H 1.45733 -1.32018 -1.22290 -0.25 0.72 0.64 0.170
H -1.46965 -1.27806 -0.78050 -0.46 -0.67 0.50 0.095
H -2.16010 -1.30914 0.99580 0.39 -0.35 -0.43 0.130
H -2.65498 -0.10949 -0.19127 0.52 0.40 0.28 0.125
```
Forces are in eV/Å.

Gap between HOMO and LUMO (spin up / spin down) in hartree: 0.34950 / 0.34945
Charge: +1
Strongest force on any atom in eV/Å: 4.20
Highest occupied orbital energy (spin up / spin down) in eV: -15.10 / -15.10
Relative energy (zero: lowest compared OMol25 entry of this formula, charge and spin) in kcal/mol: 148.94
SMILES: CN(O)[N+](C)=O
LUMO energy (spin up / spin down) in eV: -5.59 / -5.59
Energy in hartree: -339.9428



(3)
# C2H7N2O3

A gas-phase ion, C2H7N2O3 (charge +1) (ωB97M-V/def2-TZVPD, OMol25).

XYZ file:
```
14
Properties=species:S:1:pos:R:3:forces:R:3:lowdin_charge:R:1
C 0.90173 -1.60463 0.16834 3.26 0.52 -2.44 -0.008
N 0.64861 -0.21518 -0.12340 -1.01 1.37 0.50 0.095
C -0.51262 0.38282 0.07658 2.33 -1.09 0.23 -0.360
O -0.82877 1.51605 -0.44038 -0.81 1.93 -0.24 0.054
N 0.03379 2.10190 -1.44003 0.50 -0.63 -0.82 0.126
O -1.50968 -0.04704 0.83936 -0.57 0.62 -0.63 0.091
O -1.28946 -1.08994 1.78988 1.04 0.01 -0.51 0.089
H 0.06372 -2.14079 0.43512 -1.83 -1.24 -0.36 0.062
H 1.45165 -1.79220 -0.83539 -1.07 -1.42 1.94 0.152
H 1.57789 -1.72348 0.99289 0.63 0.16 0.30 0.101
H 1.43492 0.19689 -0.67254 -1.68 0.35 0.57 0.186
H 0.65017 2.80749 -1.01718 -0.79 -0.27 0.37 0.124
H -0.57732 2.55235 -2.15284 0.21 -0.58 1.11 0.138
H -2.04464 -0.94423 2.37958 -0.22 0.28 -0.02 0.150
```
Forces are in eV/Å.

Gap between HOMO and LUMO in hartree: 0.43453
Charge: +1
Strongest force on any atom in eV/Å: 4.11
Highest occupied orbital energy in eV: -15.46
Relative energy (zero: lowest compared OMol25 entry of this formula, charge and spin) in kcal/mol: 107.62
SMILES: C/[NH+]=C(/ON)OO
LUMO energy in eV: -3.64
Energy in hartree: -415.2009



(4)
# C2H7N2OS

2 unconnected molecules or ions with the total composition C2H7N2OS (ωB97M-V/def2-TZVPD, OMol25).

XYZ file:
```
13
Properties=species:S:1:pos:R:3:forces:R:3:lowdin_charge:R:1
C -0.26055 -0.47822 0.23656 -1.54 0.20 -2.58 -0.494
C -0.88274 0.64017 -0.42631 1.09 1.88 0.29 -0.052
N -0.20731 -1.64802 -0.44169 -0.74 -0.33 -0.44 0.169
N -1.03425 1.77432 0.27139 -0.33 0.18 0.66 0.161
O 0.06335 -0.32644 1.48640 -1.06 1.16 0.18 0.126
S 2.52245 0.51681 -0.39813 -0.11 -0.27 -0.05 0.480
H -0.96952 0.87401 -1.50288 0.07 -1.39 0.51 0.157
H -1.03323 -1.85000 -1.07055 1.94 0.13 0.80 0.170
H 0.57813 -2.30595 -0.33954 -1.06 0.30 0.02 0.137
H -1.05221 1.69765 1.28954 0.24 0.37 -0.39 0.135
H -1.08544 2.72841 -0.13646 -0.21 -1.34 0.27 0.163
H 0.82309 -0.81815 1.71454 1.55 -1.14 0.80 0.109
H 2.53821 -0.80459 -0.68288 0.15 0.25 -0.09 -0.262
```
Forces are in eV/Å.

Gap between HOMO and LUMO (spin up / spin down) in hartree: 0.29787 / 0.24533
Charge: +1
Strongest force on any atom in eV/Å: 3.01
Highest occupied orbital energy (spin up / spin down) in eV: -13.89 / -12.89
Relative energy (zero: lowest compared OMol25 entry of this formula, charge and spin) in kcal/mol: 54.38
LUMO energy (spin up / spin down) in eV: -5.78 / -6.21
Energy in hartree: -663.0029



(5)
# C2H7N2OS

2 unconnected molecules or ions with the total composition C2H7N2OS (ωB97M-V/def2-TZVPD, OMol25).

XYZ file:
```
13
Properties=species:S:1:pos:R:3:forces:R:3:lowdin_charge:R:1
C -0.86295 0.92387 -0.77038 3.57 -2.95 -0.35 -0.275
C 0.48840 -0.93195 0.94993 -0.26 0.52 0.79 -0.625
N -1.57332 1.85228 -0.32581 -2.74 2.28 0.58 0.140
N 0.65385 -2.05012 0.33205 4.84 1.07 1.13 0.150
O -0.56665 1.12903 -2.04603 -1.45 1.24 -0.43 0.054
S 1.60554 -0.09558 1.81726 2.51 0.77 0.75 0.959
H -0.42289 -0.34678 1.09690 -0.37 -1.18 -0.65 0.046
H -1.92586 1.88124 0.59376 -0.24 -0.34 1.05 0.100
H -2.09217 2.43138 -0.94946 -0.11 1.06 -0.76 0.123
H 0.22770 0.71704 -2.32218 0.89 -1.09 -0.25 0.079
H 1.67675 -2.36651 0.20703 -2.56 0.19 0.07 0.187
H -0.06453 -2.44847 -0.13222 -2.64 -1.82 -1.97 0.091
H 2.85613 -0.69544 1.54914 -1.43 0.25 0.05 -0.030
```
Forces are in eV/Å.

Gap between HOMO and LUMO in hartree: 0.30374
Charge: +1
Strongest force on any atom in eV/Å: 5.08
Highest occupied orbital energy in eV: -12.57
Relative energy (zero: lowest compared OMol25 entry of this formula, charge and spin) in kcal/mol: 50.62
LUMO energy in eV: -4.31
Energy in hartree: -663.0089



(6)
# C2H7N2S2

A gas-phase ion, C2H7N2S2 (charge +1) (ωB97M-V/def2-TZVPD, OMol25).

XYZ file:
```
13
Properties=species:S:1:pos:R:3:forces:R:3:lowdin_charge:R:1
N 1.36287 1.46290 0.51226 -0.40 -0.33 -2.33 0.220
C 1.05406 0.24195 0.84353 0.76 -1.01 1.65 -0.161
N 0.48798 -0.75055 0.17142 -0.64 0.42 0.93 0.006
C -0.35499 -0.47276 -0.95092 0.42 2.34 -1.83 -0.462
S -1.73541 0.77826 -0.56462 0.66 -0.25 -0.59 0.398
S -3.01718 -0.15836 0.70711 -0.41 -0.65 -0.24 0.318
H 1.30246 1.74570 -0.47166 -0.29 0.02 0.60 0.146
H 1.86606 2.11044 1.08379 0.19 -0.11 0.69 0.143
H 1.31923 -0.08213 1.84998 0.15 0.43 -0.07 0.171
H 0.25162 -1.51214 0.79712 -0.05 -0.17 -0.32 0.161
H 0.38000 -0.06852 -1.72813 -1.41 0.15 0.69 0.122
H -0.86694 -1.22846 -1.50163 0.14 -1.40 0.51 0.073
H -3.94326 -0.78163 -0.12568 0.89 0.56 0.31 -0.136
```
Forces are in eV/Å.

Gap between HOMO and LUMO in hartree: 0.34300
Charge: +1
Strongest force on any atom in eV/Å: 3.00
Highest occupied orbital energy in eV: -13.35
Relative energy (zero: lowest compared OMol25 entry of this formula, charge and spin) in kcal/mol: 13.46
SMILES: N/C=[NH+]\CSS
LUMO energy in eV: -4.01
Energy in hartree: -986.0339



(7)
# C2H7N2S2

A gas-phase ion, C2H7N2S2 (charge +1) (ωB97M-V/def2-TZVPD, OMol25).

XYZ file:
```
13
Properties=species:S:1:pos:R:3:forces:R:3:lowdin_charge:R:1
N 1.95676 -0.52217 -0.82883 0.35 1.11 1.69 0.123
C 1.26210 -0.10442 0.19487 -3.27 -0.66 0.49 -0.809
S 1.73871 0.47040 1.64519 -0.27 0.17 -0.31 0.754
C -0.48561 -0.44708 -0.03097 3.19 2.72 -1.93 -0.578
N -1.09286 0.66038 0.71071 -1.99 -0.05 3.10 0.065
S -1.20271 -0.34490 -1.69772 0.71 -0.97 -0.28 0.801
H 1.46398 -0.93144 -1.56486 -0.08 -0.45 -1.74 0.067
H 2.90449 -0.19434 -0.79602 0.58 -0.57 -0.80 0.129
H -0.53994 -1.39381 0.39386 -0.87 -1.36 1.24 0.087
H -2.11309 0.63817 0.93042 0.51 -1.49 0.13 0.186
H -0.57010 0.73725 1.63698 -0.01 0.00 -0.71 0.095
H -1.17435 1.60263 0.37016 1.54 0.70 -1.43 0.155
H -0.76178 -1.56396 -2.18850 -0.39 0.85 0.55 -0.075
```
Forces are in eV/Å.

Gap between HOMO and LUMO in hartree: 0.34581
Charge: +1
Strongest force on any atom in eV/Å: 4.62
Highest occupied orbital energy in eV: -13.10
Relative energy (zero: lowest compared OMol25 entry of this formula, charge and spin) in kcal/mol: 37.08
SMILES: NC(=S)[C@@H]([NH3+])S
LUMO energy in eV: -3.69
Energy in hartree: -985.9963



(8)
# C2H7N3

C2H7N3 in the gas phase (ωB97M-V/def2-TZVPD, OMol25).

XYZ file:
```
12
Properties=species:S:1:pos:R:3:forces:R:3:lowdin_charge:R:1
C -0.41185 -0.59851 1.36385 2.85 1.53 -0.02 -0.129
N -0.85509 0.49617 0.51124 -0.38 -0.22 -0.44 -0.126
C 0.32562 1.09601 0.00870 -0.62 1.11 -3.50 -0.311
N 0.86770 0.84489 -1.15192 0.02 0.40 2.27 -0.046
N 0.43679 -0.25003 -1.81589 -0.61 -0.41 -0.30 -0.015
H -0.44703 -1.59969 0.91127 0.16 0.22 0.13 0.061
H -0.92907 -0.58083 2.32639 0.42 -0.16 0.03 0.062
H 0.75209 -0.11638 1.33154 -2.41 -2.82 1.74 0.140
H -1.52767 0.22296 -0.20148 0.25 0.23 0.00 0.103
H 0.64724 2.01425 0.47806 0.17 -0.01 0.23 0.105
H 1.10156 -0.53315 -2.52258 -0.17 -0.11 0.29 0.083
H 0.03972 -0.99568 -1.23919 0.31 0.23 -0.43 0.074
```
Forces are in eV/Å.

Gap between HOMO and LUMO in hartree: 0.34743
Strongest force on any atom in eV/Å: 4.09
Highest occupied orbital energy in eV: -8.54
Relative energy (zero: lowest compared OMol25 entry of this formula, charge and spin) in kcal/mol: 65.42
SMILES: CN/C=N\N
LUMO energy in eV: 0.91
Energy in hartree: -244.5711



(9)
# C2H7N3

C2H7N3 in the gas phase (ωB97M-V/def2-TZVPD, OMol25).

XYZ file:
```
12
Properties=species:S:1:pos:R:3:forces:R:3:lowdin_charge:R:1
H 1.43334 1.99664 -0.35248 -0.31 -0.17 3.35 0.100
N 1.06981 1.99121 0.73411 -0.26 -0.80 -4.33 0.081
C 0.10338 1.15127 0.73632 5.22 -0.07 -7.01 -0.255
N -0.38331 0.11916 -0.24386 -4.90 2.23 6.13 -0.247
C 0.32415 -0.61613 -1.11838 5.20 -2.47 2.05 -0.165
N -1.15732 -0.72942 0.78391 2.35 -0.10 -0.98 0.011
H -0.54052 1.12752 1.42185 -4.68 -0.16 5.94 0.013
H 1.06730 -1.23564 -0.26223 -0.81 0.78 -2.83 0.135
H -0.20372 -1.44805 -1.61203 0.10 1.08 -0.40 0.084
H 0.99177 0.12290 -1.62796 -0.48 -1.29 -0.50 0.087
H -2.09703 -0.87324 0.48321 -0.31 -0.53 -0.49 0.055
H -0.60786 -1.60623 1.05755 -1.12 1.51 -0.94 0.101
```
Forces are in eV/Å.

Gap between HOMO and LUMO in hartree: 0.35820
Strongest force on any atom in eV/Å: 8.74
Highest occupied orbital energy in eV: -8.91
Relative energy (zero: lowest compared OMol25 entry of this formula, charge and spin) in kcal/mol: 97.61
SMILES: [H]/N=C\N(C)N
LUMO energy in eV: 0.84
Energy in hartree: -244.5198